1.
Computed, not measured: 2 unconnected molecules or ions with the total composition C4H4O3, with the ωB97M-V functional and the def2-TZVPD basis.

Output
Energy = -10349.4731 eV
LUMO = -0.01767 hartree
Orbital gap = 0.336 Eh
Relative energy (zero: lowest compared OMol25 entry of this formula, charge and spin) = 553.7 kJ/mol
SMILES = O=CC1=CO1.C=O
Highest occupied orbital energy = -9.633 eV

Atoms and positions in Å:
O  1.07  2.11  -0.83
C  0.26  1.84  0.02
C  -0.11  -0.51  -0.05
C  -1.33  -0.74  -0.51
O  -0.70  -0.86  -1.62
C  0.91  -1.29  0.60
O  1.17  -1.10  1.77
H  0.52  1.54  1.06
H  -2.37  -0.87  -0.25
H  -0.84  1.92  -0.16
H  1.40  -2.05  -0.03

2.
Computed, not measured: 2 unconnected molecules or ions with the total composition C4H4O3S in a non-equilibrium geometry, with the ωB97M-V functional and the def2-TZVPD basis.

Output
Energy = -21184.8224 eV
LUMO = -0.02523 hartree
Orbital gap = 0.273 Eh
Relative energy (zero: lowest compared OMol25 entry of this formula, charge and spin) = 568.1 kJ/mol
Highest occupied orbital energy = -8.118 eV

Atoms and positions in Å:
C  0.45  1.00  0.01
C  0.58  0.97  1.40
C  0.03  -1.06  0.73
C  -0.07  -0.33  -0.47
H  -0.81  2.15  -1.92
H  0.59  1.92  2.01
H  -1.20  -2.63  0.42
H  0.49  -0.98  -2.44
O  0.43  -0.35  1.85
O  -0.44  -2.27  1.19
O  -0.67  -0.75  -1.67
S  0.61  2.34  -1.09

3.
Computed, not measured: C4H4O3S in the gas phase in a non-equilibrium geometry, with the ωB97M-V functional and the def2-TZVPD basis.

Output
Energy = -21185.8603 eV
LUMO = -0.02632 hartree
Orbital gap = 0.332 Eh
Relative energy (zero: lowest compared OMol25 entry of this formula, charge and spin) = 468.0 kJ/mol
SMILES = O=C(S)C(=O)[C@@H]1CO1
Highest occupied orbital energy = -9.756 eV

Atoms and positions in Å:
C  -1.70  0.38  0.10
C  -0.27  -0.33  0.13
C  0.94  0.40  -0.05
C  2.32  -0.44  -0.24
H  -4.00  0.62  0.53
H  0.57  1.58  -0.56
H  2.32  -1.68  -0.39
H  3.20  -0.07  -0.76
O  -1.84  1.50  -0.07
O  -0.22  -1.52  0.01
O  1.93  0.21  1.04
S  -3.25  -0.66  0.25

4.
Computed, not measured: a molecular structure, C4H4O3Zn in a non-equilibrium geometry, with the ωB97M-V functional and the def2-TZVPD basis.

Output
Energy = -58760.3337 eV
LUMO (alpha / beta) = -0.30242 / -0.30285 hartree
Multiplicity = 2
Orbital gap (alpha / beta) = 0.159 / 0.218 Eh
Relative energy (zero: lowest compared OMol25 entry of this formula, charge and spin) = 0.0 kJ/mol
Net charge = +1
Expectation value of S² = 0.76
Highest occupied orbital energy (alpha / beta) = -12.560 / -14.160 eV

Atoms and positions in Å:
O  1.94  -0.29  -0.14
C  0.80  -0.72  0.27
O  -0.06  0.33  -0.13
O  0.38  -1.84  0.42
Zn  1.40  1.54  0.02
C  -0.89  -0.49  -2.28
C  -0.19  -1.31  -3.02
C  -1.29  -0.03  -0.96
H  0.75  -1.75  -2.65
H  -0.27  -1.32  -4.11
H  -1.88  0.90  -1.01
H  -1.79  -0.80  -0.36

Question: Among the records above, which one has the highest relative energy (zero: lowest compared OMol25 entry of this formula, charge and spin)?
Answer: number 2

Question: Look up the relative energy (zero: lowest compared OMol25 entry of this formula, charge and spin) of the fourth one.
Answer: 0.0 kJ/mol

Question: The lowest relative energy (zero: lowest compared OMol25 entry of this formula, charge and spin) belongs to which entry?
Answer: C4H4O3Zn

Question: What is the formula in the first record?
Answer: C4H4O3